Molecular formula: C4H19NO5Tl
Method: DFT, ωB97M-V with the def2-TZVPD basis set

```
30
Properties=species:S:1:pos:R:3
Tl -6.460 24.370 -16.465
C -1.444 25.899 -16.021
C -2.889 25.308 -15.761
C -3.300 25.369 -14.302
O -4.761 25.101 -14.213
C -5.197 25.450 -12.902
N -3.800 25.855 -16.742
H -1.232 26.867 -15.567
H -1.233 25.902 -17.090
H -0.746 25.206 -15.550
H -2.956 24.238 -15.958
H -3.049 26.377 -13.972
H -2.703 24.657 -13.733
H -6.242 25.237 -12.677
H -5.016 26.496 -12.657
H -4.547 24.947 -12.186
H -3.365 26.156 -17.602
H -4.044 26.805 -16.502
O -4.665 24.209 -18.838
H -4.172 23.402 -18.986
H -4.401 24.787 -19.554
O -8.182 24.662 -14.098
H -8.579 24.057 -13.473
H -8.326 25.529 -13.719
O -7.942 24.814 -19.021
H -8.685 25.399 -19.168
H -7.861 24.318 -19.836
O -9.207 23.280 -16.837
H -9.864 22.930 -16.236
H -9.628 23.249 -17.697
```

Computed properties:
⟨S²⟩ = 1.766
multiplicity = 2
total charge = +4
calculated total energy = -20822.242 eV